DFT (ωB97M-V/def2-TZVPD) results for a molecular structure, C11H19As2CoN5O4S.

Positions of all 43 atoms, in Å:
Co1 0.737 0.238 -0.439
C1 -2.510 0.224 -2.455
As1 -1.765 0.276 -0.668
C2 -2.242 2.039 -0.023
C3 -2.964 -0.852 0.370
C4 -4.261 -1.071 -0.083
C5 -5.168 -1.779 0.692
C6 -4.793 -2.270 1.933
C7 -3.502 -2.064 2.395
C8 -2.588 -1.367 1.612
As2 -0.752 -1.172 2.221
C9 0.038 -2.908 1.944
C10 -0.735 -0.847 4.112
H1 -3.514 0.643 -2.466
H2 -2.524 -0.799 -2.824
H3 -1.872 0.824 -3.102
H4 -3.324 2.156 -0.044
H5 -1.766 2.786 -0.658
H6 -1.855 2.151 0.989
H7 -4.581 -0.686 -1.042
H8 -6.173 -1.939 0.327
H9 -5.503 -2.815 2.541
H10 -3.212 -2.454 3.363
H11 0.019 -3.153 0.884
H12 -0.531 -3.655 2.497
H13 1.066 -2.873 2.297
H14 -1.159 -1.701 4.639
H15 -1.292 0.064 4.312
H16 0.302 -0.699 4.406
O1 2.545 1.606 2.492
S1 1.319 1.336 1.826
O2 1.254 -0.220 1.431
O3 0.084 1.617 2.524
O4 1.275 1.905 0.409
N1 2.375 -1.256 -5.242
N2 2.415 -0.639 -4.009
N3 3.354 0.221 -3.664
C11 2.952 0.592 -2.465
N4 1.820 -0.049 -2.124
N5 1.478 -0.820 -3.138
H17 3.080 -0.808 -5.817
H18 2.585 -2.242 -5.126
H19 3.456 1.309 -1.839

Results
LUMO (alpha / beta) = -2.62 / -4.45 eV
F_max = 0.090 eV/Å
spin multiplicity = 5
energy above the lowest of the compared OMol25 structures with the same formula, charge and spin = 0.0 kJ/mol
⟨S²⟩ = 6.010
orbital gap (alpha / beta) = 8.69 / 8.26 eV
total charge = +1